This record from the OMol25 dataset describes 6 unconnected molecules or ions with the total composition C23H61N3O7 in a non-equilibrium geometry. The level of theory is ωB97M-V/def2-TZVPD.

Output
2S+1 = 1
Molecular weight = 491.8 g/mol
Energy above the lowest of the compared OMol25 structures with the same formula, charge and spin = 1.341 eV
Highest occupied orbital energy = -8.85 eV
LUMO energy = 0.700 eV
Charge = 0
F_max = 3.33 eV/A
Electronic energy = -43636.0213 eV

```
94
Properties=species:S:1:pos:R:3:forces:R:3
C 4.69630 6.60934 -0.89139 0.281 0.771 1.276
O 5.90411 5.86960 -0.77136 -0.322 -0.270 -0.205
C 5.93202 4.80055 -1.72422 -0.745 0.856 0.356
C 7.13615 3.89623 -1.69033 1.442 2.253 1.566
C 8.41238 4.69020 -1.50544 0.550 0.453 0.082
N 7.14397 3.07379 -2.82844 0.021 -1.257 -0.276
H 3.84987 6.02676 -0.52772 -0.247 -0.165 -0.601
H 4.53542 7.17538 -1.80890 0.014 -0.945 -0.845
H 4.72560 7.47259 -0.22652 0.490 -0.224 0.639
H 5.14020 4.06945 -1.56108 -0.947 0.406 0.031
H 5.77962 5.31496 -2.67304 0.212 -0.495 -0.599
H 7.00747 3.22693 -0.83969 0.164 0.050 0.287
H 8.38316 5.35648 -0.64328 -0.106 -0.510 0.432
H 8.60109 5.43617 -2.27746 -0.212 -0.272 -0.677
H 9.27871 4.02974 -1.46842 0.003 0.045 0.137
H 7.23466 3.59441 -3.68916 -0.415 -0.023 -0.132
H 6.24540 2.63422 -2.68897 -0.183 -0.671 -1.474
C 16.54402 18.82952 5.05568 0.435 1.019 -1.024
O 15.82435 17.68522 5.40635 0.436 -1.517 -0.064
C 16.45410 16.43109 4.96053 1.274 2.163 -0.079
C 15.57380 15.49442 4.21628 -1.907 -2.001 -0.420
C 15.81240 14.01455 4.64128 -0.204 0.194 1.433
N 15.79550 15.46247 2.79196 0.857 0.191 -0.865
H 15.91890 19.72214 5.07882 -0.365 -0.247 0.435
H 16.90901 18.82500 4.02861 -0.225 -0.477 -0.526
H 17.46837 19.08605 5.57324 -0.034 -0.522 0.956
H 17.19134 16.72924 4.21510 0.254 0.250 -0.142
H 17.10288 15.95725 5.69719 -0.609 0.054 0.806
H 14.53156 15.80487 4.29017 -0.131 -0.221 0.743
H 15.38350 13.16857 4.10419 -0.351 0.727 -0.706
H 15.43863 13.86955 5.65487 0.150 0.108 0.298
H 16.87858 13.79219 4.68505 0.239 0.216 -0.042
H 15.59375 16.33509 2.32514 -0.191 0.333 0.106
H 16.80150 15.37906 2.75882 0.364 -0.271 -0.911
C 19.88140 3.90423 2.04522 -1.062 -0.212 -0.218
O 18.61267 4.63402 1.98514 2.277 -0.660 0.884
C 17.83518 4.52171 0.82622 -0.747 0.768 0.292
C 17.81963 5.88081 0.14708 -0.130 -0.824 -0.045
N 16.70378 5.96475 -0.79363 0.817 1.584 0.702
C 16.64678 7.33818 -1.39611 0.319 -1.228 -1.290
C 18.01956 7.77297 -2.06071 0.306 -1.433 0.134
O 17.99840 8.37134 -3.33792 -1.293 -0.111 -0.161
C 19.21121 8.42575 -4.06597 0.209 0.919 1.224
H 19.67347 2.83706 2.12279 -0.114 -0.152 0.143
H 20.47532 4.19101 2.91304 -0.539 0.325 0.117
H 20.55428 3.99460 1.19249 -0.328 0.540 -0.446
H 16.79636 4.43531 1.14478 -0.105 -0.726 0.114
H 18.11407 3.68019 0.19204 0.109 -0.015 -0.133
H 18.82343 6.04343 -0.24538 0.125 0.337 -0.394
H 17.65475 6.59838 0.95083 -0.007 0.145 -0.040
H 16.70465 5.17657 -1.42519 0.086 0.397 -0.529
H 16.29204 8.02606 -0.62862 0.185 0.010 -0.032
H 15.88318 7.24990 -2.16892 0.006 0.433 -0.121
H 18.54014 6.82941 -2.22442 0.172 -0.379 0.232
H 18.63808 8.30409 -1.33722 0.030 0.559 -0.005
H 19.89025 7.57314 -4.07381 -0.776 -0.996 -0.176
H 19.85136 9.12158 -3.52364 0.167 0.787 -0.398
H 18.94354 8.77040 -5.06480 0.292 -0.068 0.148
C 9.55959 12.39439 -0.22104 -0.433 0.517 0.036
C 9.11145 13.82222 -0.59411 -1.960 -2.262 -0.489
C 7.58347 13.99482 -0.81866 0.463 1.023 -0.025
O 9.53380 14.67789 0.40093 0.548 1.003 0.436
H 10.59541 12.50783 0.09880 0.428 -0.536 -0.690
H 9.35801 11.76484 -1.08771 0.596 -0.336 0.140
H 9.11543 11.94723 0.66827 -0.649 0.285 -0.075
H 9.64465 14.03715 -1.52019 -0.122 0.207 -0.358
H 7.06095 14.24964 0.10337 0.215 -0.393 0.302
H 7.02191 13.21444 -1.33222 0.500 -0.292 0.077
H 7.45718 14.90077 -1.41146 -0.046 0.055 -0.213
H 10.47682 14.53451 0.29253 0.462 0.728 0.869
C -0.36802 14.40976 -4.93465 1.029 1.030 0.900
C 0.21247 13.06127 -5.46452 -2.094 -0.282 0.566
C -0.85208 11.99499 -5.36239 -1.201 -1.292 1.702
O 0.49528 13.11587 -6.82025 1.214 0.811 -1.325
H 0.03149 14.81464 -4.00484 0.659 -0.818 0.519
H -1.42124 14.51160 -4.67299 -0.302 -0.666 -0.829
H -0.05881 15.26436 -5.53644 -0.285 -0.276 -0.803
H 1.08848 12.69350 -4.93024 0.201 0.501 -0.139
H -0.96925 11.64778 -4.33583 0.029 0.153 0.419
H -0.71718 11.05061 -5.88969 0.703 0.308 -0.439
H -1.86534 12.31226 -5.60883 0.072 0.501 -0.345
H -0.31845 13.37776 -7.25713 -0.026 0.030 -0.226
C 6.16029 19.59823 6.69207 1.075 0.848 0.671
C 6.49845 18.40608 5.81703 0.356 1.830 -0.278
C 5.32388 17.62324 5.51358 -2.063 -2.148 1.499
O 6.91303 18.91323 4.55398 1.097 0.587 -0.192
H 5.28688 20.18751 6.41284 -0.050 -0.297 -0.237
H 7.02025 20.26794 6.69989 0.070 0.272 -0.539
H 6.13237 19.40162 7.76382 -0.561 -0.695 -0.019
H 7.30670 17.86472 6.30872 0.038 -0.323 -0.061
H 4.92678 17.30005 6.47586 -0.348 -0.313 0.204
H 5.53013 16.68784 4.99341 -0.010 0.172 -0.436
H 4.51060 18.19763 5.07005 0.351 0.039 -0.372
H 7.18778 18.15130 4.03862 0.050 0.027 -0.246
```
Positions in Å, forces in eV/Å.

Atom charges from the Mulliken analysis, given in e for atoms 1 to 2: atom 1 (C): -0.801, atom 2 (O): -0.322